(1)
This record from the OMol25 dataset describes C37H38N7SbTl as an isolated structure. The level of theory is ωB97M-V/def2-TZVPD.

Each line ends with the Mulliken charge.
CARTESIAN COORDINATES (ANGSTROEM)
1 Tl 0.05 0.00 -0.01  3.301
2 C -3.18 0.46 -0.88  -1.141
3 C -3.45 1.30 0.36  -1.248
4 C -2.46 2.37 0.70  0.508
5 C -2.92 3.62 1.07  -1.068
6 C -2.03 4.60 1.48  -0.856
7 C -0.67 4.29 1.51  -1.379
8 C -0.28 3.03 1.11  0.189
9 N -1.14 2.08 0.71  0.848
10 N -2.34 -0.75 -0.68  1.459
11 C -2.24 -1.45 -1.97  -1.771
12 C -1.12 -1.00 -2.86  0.220
13 C -1.22 -1.19 -4.23  -1.140
14 C -0.11 -0.96 -5.02  -0.985
15 C 1.08 -0.55 -4.42  -1.209
16 C 1.09 -0.35 -3.06  -0.388
17 N 0.00 -0.55 -2.30  1.470
18 C -2.91 -1.68 0.31  -2.180
19 C -1.88 -2.45 1.09  1.186
20 C -2.24 -3.63 1.73  -1.066
21 C -1.32 -4.27 2.54  -0.885
22 C -0.05 -3.72 2.68  -1.221
23 C 0.25 -2.56 2.00  -0.355
24 N -0.65 -1.94 1.21  0.601
25 H -2.68 1.07 -1.63  0.464
26 H -4.14 0.16 -1.31  0.681
27 H -3.56 0.67 1.25  0.241
28 H -4.43 1.76 0.24  0.622
29 H -3.98 3.83 1.04  0.571
30 H -2.38 5.58 1.77  0.478
31 H 0.07 5.01 1.83  0.580
32 H 0.77 2.77 1.11  0.307
33 H -3.19 -1.38 -2.51  0.681
34 H -2.07 -2.51 -1.78  0.561
35 H -2.15 -1.54 -4.67  0.615
36 H -0.16 -1.11 -6.10  0.500
37 H 1.98 -0.39 -5.00  0.586
38 H 1.98 -0.01 -2.55  0.289
39 H -3.60 -2.38 -0.17  0.761
40 H -3.51 -1.13 1.03  0.528
41 H -3.24 -4.03 1.60  0.623
42 H -1.58 -5.19 3.05  0.492
43 H 0.70 -4.19 3.31  0.606
44 H 1.22 -2.10 2.07  0.302
45 C 0.64 -3.36 -1.40  -0.834
46 C 1.92 -2.84 -0.82  0.646
47 C 3.02 -3.69 -0.86  -0.958
48 C 4.25 -3.28 -0.40  -0.959
49 C 4.36 -1.98 0.08  -0.815
50 C 3.24 -1.17 0.11  -0.327
51 N 2.02 -1.58 -0.32  0.767
52 Sb 3.69 0.78 0.88  0.856
53 C 2.67 1.95 -0.62  -0.224
54 C 3.50 2.92 -1.15  -0.854
55 C 3.01 3.81 -2.09  -1.011
56 C 1.69 3.71 -2.45  -0.969
57 C 0.88 2.72 -1.91  0.713
58 C -0.56 2.69 -2.33  -0.751
59 N 1.37 1.83 -1.00  0.462
60 C 2.17 0.80 2.41  -0.449
61 C 2.67 1.15 3.65  -0.849
62 C 1.82 1.15 4.75  -0.956
63 C 0.51 0.80 4.56  -0.913
64 C 0.04 0.47 3.29  0.799
65 C -1.41 0.10 3.16  -0.961
66 N 0.87 0.46 2.23  0.883
67 H 0.57 -4.43 -1.23  0.670
68 H 0.63 -3.21 -2.48  0.308
69 H -0.22 -2.88 -0.97  -0.511
70 H 2.89 -4.69 -1.26  0.593
71 H 5.11 -3.94 -0.43  0.449
72 H 5.31 -1.61 0.44  0.540
73 H 4.53 2.98 -0.82  0.526
74 H 3.65 4.58 -2.51  0.457
75 H 1.26 4.40 -3.17  0.570
76 H -0.78 3.54 -2.97  0.742
77 H -1.21 2.76 -1.46  -0.168
78 H -0.80 1.79 -2.89  -0.018
79 H 3.71 1.42 3.76  0.529
80 H 2.19 1.42 5.74  0.458
81 H -0.19 0.78 5.39  0.621
82 H -2.03 0.93 3.53  0.577
83 H -1.64 -0.77 3.78  0.589
84 H -1.69 -0.11 2.14  -0.608

Values from the calculation:
Charge = +3
LUMO = -8.70 eV
2S+1 = 1
Gap between HOMO and LUMO = 8.48 eV
Max |F| = 0.29 eV/Å

=====

(2)
This record from the OMol25 dataset describes a 2-piece molecular cluster, C37H39F3N2O5SSi overall in a non-equilibrium geometry. The level of theory is ωB97M-V/def2-TZVPD.

Each line ends with the Mulliken charge.
CARTESIAN COORDINATES (ANGSTROEM)
1 F 1.18 -0.42 5.29  -0.228
2 C 0.60 0.53 4.54  0.645
3 F -0.74 0.26 4.46  -0.185
4 F 0.75 1.73 5.14  -0.229
5 S 1.34 0.54 2.82  0.762
6 C 0.20 1.50 1.94  -0.923
7 C 0.57 2.37 0.89  1.011
8 C -0.33 3.38 0.41  -0.647
9 C -0.02 4.17 -0.68  -0.430
10 C 1.19 3.95 -1.37  -0.231
11 N 1.39 4.53 -2.66  0.950
12 O 2.43 4.24 -3.29  -0.640
13 O 0.51 5.30 -3.12  -0.646
14 C 2.14 3.02 -0.88  -0.612
15 C 1.84 2.25 0.22  -0.607
16 O 2.63 1.17 2.96  -0.639
17 O 1.27 -0.84 2.39  -0.556
18 H -0.79 1.56 2.38  0.521
19 H -1.28 3.52 0.94  0.407
20 H -0.69 4.94 -1.05  0.475
21 H 3.09 2.92 -1.40  0.474
22 H 2.58 1.54 0.58  0.377
23 C 0.05 -0.73 -7.48  -1.068
24 Si -1.61 -1.42 -7.05  0.468
25 C -2.90 -1.10 -8.35  -1.139
26 C -1.51 -3.25 -6.70  -0.865
27 O -2.12 -0.57 -5.70  -0.345
28 C -2.26 -0.90 -4.33  1.893
29 C -3.52 -1.77 -4.14  0.224
30 C -4.53 -1.72 -5.10  -0.431
31 C -5.65 -2.57 -5.01  -1.148
32 C -5.80 -3.40 -3.89  -0.787
33 C -4.84 -3.37 -2.88  -1.170
34 C -3.71 -2.56 -2.99  -0.055
35 C -0.92 -1.46 -3.82  0.627
36 C -0.75 -2.80 -3.46  -0.381
37 C 0.49 -3.23 -2.97  -1.311
38 C 1.58 -2.37 -2.95  -0.687
39 C 1.44 -1.06 -3.44  -0.948
40 C 0.20 -0.62 -3.90  -0.615
41 C -2.53 0.47 -3.61  -1.638
42 C -3.81 1.18 -4.10  -0.967
43 C -4.88 0.94 -3.03  -0.827
44 C -4.14 0.52 -1.76  -0.970
45 N -2.76 0.29 -2.17  0.696
46 C -1.81 0.03 -1.27  -0.660
47 C -2.11 -0.33 0.04  0.147
48 C -1.18 -0.99 0.83  -0.327
49 C -1.53 -1.78 1.99  0.503
50 C -0.78 -2.93 2.36  -0.199
51 C -1.13 -3.70 3.46  -0.733
52 C -2.22 -3.32 4.26  -0.378
53 C -2.99 -2.20 3.90  -0.809
54 C -2.66 -1.46 2.77  -0.284
55 H 0.48 -1.29 -8.33  0.373
56 H -0.04 0.33 -7.78  0.306
57 H 0.75 -0.79 -6.64  0.260
58 H -2.59 -1.58 -9.29  0.392
59 H -3.88 -1.50 -8.06  0.301
60 H -3.00 -0.02 -8.53  0.327
61 H -1.44 -3.77 -7.67  0.535
62 H -0.61 -3.50 -6.11  0.244
63 H -2.39 -3.62 -6.17  0.207
64 H -4.45 -1.04 -5.95  0.366
65 H -6.38 -2.56 -5.82  0.468
66 H -6.67 -4.05 -3.82  0.408
67 H -4.96 -3.98 -1.98  0.456
68 H -2.95 -2.56 -2.20  0.684
69 H -1.58 -3.50 -3.58  0.727
70 H 0.58 -4.26 -2.61  0.500
71 H 2.55 -2.71 -2.58  0.419
72 H 2.29 -0.38 -3.47  0.505
73 H 0.10 0.39 -4.32  0.643
74 H -1.66 1.13 -3.76  1.237
75 H -3.56 2.25 -4.12  0.572
76 H -4.10 0.88 -5.10  0.223
77 H -5.46 1.85 -2.83  0.462
78 H -5.57 0.15 -3.33  0.188
79 H -4.19 1.30 -0.99  0.640
80 H -4.58 -0.39 -1.32  0.417
81 H -0.76 0.04 -1.61  0.419
82 H -3.12 -0.15 0.43  0.295
83 H -0.17 -1.08 0.44  0.676
84 H 0.07 -3.22 1.74  0.387
85 H -0.56 -4.59 3.71  0.380
86 H -2.47 -3.89 5.16  0.402
87 H -3.85 -1.91 4.51  0.378
88 H -3.26 -0.58 2.49  0.341

Values from the calculation:
LUMO = -1.73 eV
2S+1 = 1
Gap between HOMO and LUMO = 4.84 eV
Max |F| = 1.79 eV/Å

=====

(3)
This record from the OMol25 dataset describes C37H39N2O3Sc as an isolated structure in a non-equilibrium geometry. The level of theory is ωB97M-V/def2-TZVPD.

Each line ends with the Mulliken charge.
CARTESIAN COORDINATES (ANGSTROEM)
1 C 2.39 -0.49 0.81  -0.340
2 C 2.48 -1.11 -0.49  -1.531
3 C 2.05 -0.15 -1.47  0.292
4 H 2.72 -2.14 -0.71  0.624
5 C 1.71 1.04 -0.83  -0.144
6 C 1.88 0.87 0.57  -0.866
7 H 1.46 1.98 -1.33  0.486
8 C -1.25 -2.36 0.84  -0.778
9 C -0.11 -3.02 0.18  -0.853
10 C -0.27 -2.76 -1.25  -0.735
11 H 0.77 -3.46 0.67  0.604
12 C -1.49 -2.03 -1.48  0.873
13 C -2.04 -1.74 -0.21  -0.965
14 H 2.06 -0.26 -2.56  0.479
15 H 1.73 1.65 1.31  0.583
16 H 2.60 -0.93 1.79  0.706
17 H -3.00 -1.23 -0.06  0.544
18 H 0.43 -3.01 -2.06  0.462
19 H -1.45 -2.36 1.91  0.607
20 Sc 0.31 -0.89 0.53  -0.095
21 C -2.24 -1.88 -2.82  2.359
22 C -3.59 -2.69 -2.70  -1.791
23 C -1.45 -2.47 -3.98  -2.156
24 H -3.40 -3.75 -2.47  0.398
25 H -4.15 -2.66 -3.65  0.479
26 H -4.24 -2.29 -1.91  0.324
27 H -1.22 -3.53 -3.81  0.498
28 H -0.51 -1.91 -4.12  0.294
29 H -2.03 -2.41 -4.91  0.413
30 C -2.62 -0.37 -3.18  -1.233
31 C -1.61 0.75 -3.48  0.267
32 H -3.24 -0.04 -2.33  0.358
33 H -3.28 -0.47 -4.05  0.541
34 O -1.08 1.51 -2.62  -0.637
35 N -1.33 1.12 -4.80  -0.117
36 C -0.28 2.16 -4.80  -1.141
37 H -1.88 0.96 -5.61  0.250
38 C 1.09 1.56 -4.97  0.709
39 C 2.25 2.20 -4.48  -0.339
40 H 2.14 3.14 -3.93  0.413
41 C 3.51 1.67 -4.75  -0.615
42 H 4.41 2.19 -4.40  0.375
43 C 3.62 0.48 -5.49  -0.433
44 H 4.62 0.08 -5.73  0.359
45 C 2.47 -0.19 -5.94  -0.634
46 H 2.55 -1.10 -6.52  0.406
47 C 1.22 0.36 -5.67  -0.183
48 H 0.31 -0.13 -6.02  0.298
49 H -0.30 2.59 -3.78  0.350
50 H -0.49 2.93 -5.57  0.498
51 C 3.60 0.90 4.82  -1.889
52 C 2.50 -0.07 4.52  1.266
53 C 2.82 -1.43 4.40  -1.053
54 C 1.86 -2.39 4.10  -0.994
55 C 0.54 -1.99 3.94  -0.645
56 C 0.18 -0.63 4.10  -0.156
57 N -1.17 -0.35 3.98  0.157
58 C -1.89 0.86 4.09  -1.045
59 C -2.55 1.09 5.29  0.001
60 C -3.28 2.26 5.48  -0.620
61 C -3.41 3.21 4.46  -0.517
62 C -2.81 2.98 3.23  -1.037
63 C -2.06 1.82 3.05  1.371
64 C -1.30 1.68 1.78  -0.349
65 O -1.02 2.66 1.08  -0.680
66 O -0.99 0.42 1.54  0.386
67 C 1.17 0.35 4.37  1.311
68 C 0.80 1.79 4.48  -1.242
69 H 3.72 1.65 4.03  0.365
70 H 3.44 1.44 5.76  0.391
71 H 4.56 0.37 4.91  0.392
72 H 3.87 -1.73 4.54  0.281
73 H 2.12 -3.45 4.00  0.395
74 H -0.25 -2.72 3.72  0.526
75 H -1.74 -1.14 3.69  0.403
76 H -2.45 0.32 6.07  0.435
77 H -3.75 2.42 6.45  0.378
78 H -3.98 4.13 4.60  0.401
79 H -2.87 3.66 2.38  0.494
80 H 0.44 2.18 3.52  0.143
81 H 0.03 1.96 5.23  0.346
82 H 1.67 2.39 4.76  0.519

Values from the calculation:
LUMO = 0.46 eV
2S+1 = 1
Gap between HOMO and LUMO = 8.10 eV
Max |F| = 4.53 eV/Å

=====

(4)
This record from the OMol25 dataset describes C37H39O3S3SeTc as an isolated structure in a non-equilibrium geometry. The level of theory is ωB97M-V/def2-TZVPD.

Each line ends with the Löwdin spin population.
CARTESIAN COORDINATES (ANGSTROEM)
1 Tc 1.27 -0.07 0.24  0.597
2 O 2.90 -1.07 0.71  0.049
3 S 4.06 -2.10 0.77  0.006
4 C 3.14 -3.60 1.19  0.005
5 C 2.07 -3.97 0.16  0.000
6 C 0.90 -4.75 0.77  0.000
7 C -0.04 -3.93 1.64  0.002
8 S -1.04 -2.62 0.88  0.001
9 O -0.03 -1.48 0.61  0.014
10 C -1.45 -3.29 -0.70  0.000
11 C -0.71 -3.06 -1.85  0.000
12 C -1.12 -3.64 -3.03  0.000
13 C -2.25 -4.45 -3.06  0.000
14 C -2.99 -4.66 -1.90  0.000
15 C -2.60 -4.07 -0.71  0.000
16 C 4.53 -2.40 -0.91  0.000
17 C 5.63 -3.24 -1.07  0.000
18 C 6.07 -3.52 -2.35  0.000
19 C 5.44 -2.94 -3.45  0.000
20 C 4.36 -2.09 -3.27  0.000
21 C 3.90 -1.81 -1.99  0.000
22 H 2.74 -3.36 2.17  0.000
23 H 3.89 -4.39 1.34  0.000
24 H 2.52 -4.55 -0.65  0.000
25 H 1.69 -3.06 -0.30  0.000
26 H 1.28 -5.56 1.40  0.000
27 H 0.33 -5.23 -0.03  0.000
28 H 0.46 -3.41 2.47  0.000
29 H -0.80 -4.57 2.10  0.000
30 H 0.18 -2.43 -1.83  0.000
31 H -0.56 -3.47 -3.94  0.000
32 H -2.57 -4.90 -3.99  0.000
33 H -3.88 -5.27 -1.93  0.000
34 H -3.20 -4.20 0.19  0.000
35 H 6.15 -3.67 -0.21  0.000
36 H 6.92 -4.17 -2.50  0.000
37 H 5.80 -3.15 -4.44  0.000
38 H 3.89 -1.62 -4.13  0.000
39 H 3.07 -1.12 -1.85  -0.001
40 O 0.00 0.98 -0.50  0.173
41 S 1.51 1.30 2.12  -0.006
42 C 1.35 2.93 1.45  0.001
43 C 0.12 3.50 1.14  -0.002
44 C 0.10 4.79 0.65  0.000
45 C 1.29 5.49 0.45  -0.005
46 C 2.51 4.90 0.75  0.000
47 C 2.55 3.61 1.26  -0.003
48 C 0.18 1.00 3.25  0.000
49 C -1.12 0.76 2.83  0.000
50 C -2.10 0.56 3.79  0.000
51 C -1.78 0.61 5.14  0.000
52 C -0.47 0.85 5.55  0.000
53 C 0.53 1.04 4.60  -0.001
54 H -0.81 2.97 1.31  0.001
55 H -0.85 5.27 0.43  0.000
56 H 1.27 6.50 0.07  0.000
57 H 3.44 5.44 0.61  0.000
58 H 3.49 3.15 1.53  0.000
59 H -1.36 0.73 1.78  -0.001
60 H -3.12 0.38 3.48  0.000
61 H -2.55 0.46 5.88  0.000
62 H -0.22 0.88 6.60  0.000
63 H 1.55 1.23 4.91  0.000
64 C -4.65 5.87 -1.03  0.000
65 C -3.84 4.61 -1.10  0.000
66 C -2.65 4.58 -1.83  0.000
67 C -1.90 3.42 -1.94  0.002
68 C -0.63 3.43 -2.75  0.002
69 C -2.37 2.27 -1.29  0.010
70 Se -1.45 0.65 -1.53  0.145
71 C -3.57 2.26 -0.54  0.002
72 C -4.15 1.04 0.12  0.004
73 C -4.27 3.45 -0.47  0.000
74 H -4.10 6.73 -1.39  0.000
75 H -4.98 6.06 -0.01  0.000
76 H -5.55 5.76 -1.64  0.000
77 H -2.30 5.48 -2.32  0.000
78 H -0.40 4.43 -3.09  0.000
79 H -0.71 2.79 -3.63  0.001
80 H 0.22 3.07 -2.16  0.000
81 H -3.39 0.37 0.52  0.002
82 H -4.76 0.47 -0.58  0.000
83 H -4.80 1.35 0.94  0.000
84 H -5.20 3.48 0.09  0.000

Values from the calculation:
Charge = +3
LUMO (spin up / spin down) = -10.24 / -10.42 eV
<S²> = 0.845
2S+1 = 2
Gap between HOMO and LUMO (spin up / spin down) = 5.72 / 5.51 eV
Max |F| = 1.17 eV/Å

=====

What is the max |F| in the fourth record?
1.17 eV/Å

=====

max |F| of number 1 (C37H38N7SbTl)?
0.29 eV/Å

=====

Number 4 is which compound?
C37H39O3S3SeTc